Entry from the Open Molecules 2025 dataset: a 3-piece molecular cluster, C33H59N6O4P3 overall at a distorted geometry (ωB97M-V with the def2-TZVPD basis set).

Geometry (Å):
P1 -1.3537 0.4115 -6.3770
P2 -4.0887 -1.2874 -1.3979
P3 1.6341 1.6242 7.0628
O1 0.9536 -5.7510 -0.2559
O2 -2.0794 0.9598 -5.2006
O3 0.2529 2.0324 6.6760
O4 1.1663 -1.3940 1.5089
N1 -0.4943 1.7721 -6.9632
N2 -0.3633 -0.8138 -7.0798
N3 3.1034 0.7239 6.9011
N4 1.5043 1.5134 8.7726
N5 -2.6741 0.0563 -7.4175
N6 2.4387 3.0910 6.6249
C1 3.3046 3.8090 7.5394
C2 -2.7211 0.4960 -8.7989
C3 0.9811 -4.5693 -0.5216
C4 0.8577 -1.0377 -6.2613
C5 -2.3949 0.3620 1.0043
C6 2.2499 -3.8070 -0.7184
C7 3.3437 -4.3428 -1.3792
C8 0.3530 2.4361 -5.9749
C9 -0.8779 0.8613 -1.0138
C10 -0.9943 -2.1434 -7.2415
C11 -4.0033 0.1533 -6.8219
C12 2.2897 -2.5039 -0.2364
C13 -1.2312 -0.1268 0.1352
C14 -3.8779 0.3131 -2.2544
C15 0.0979 1.8813 -8.2838
C16 -5.1831 -1.1138 0.0727
C17 -0.2507 -3.7274 -0.6570
C18 3.4246 -1.7225 -0.3797
C19 0.4904 0.5765 9.2506
C20 1.0619 -2.0074 0.4693
C21 4.4671 -3.5484 -1.5524
C22 -1.3383 -1.5614 -0.3473
C23 1.6619 4.0427 5.8385
C24 3.8752 0.9540 5.6576
C25 -1.4585 1.1238 3.2845
C26 -0.2293 -2.4069 -0.1884
C27 2.6181 1.5589 9.7018
C28 2.8314 -0.7392 6.9348
C29 -2.4773 -3.4278 -1.4029
C30 -2.4828 -2.0984 -0.9887
C31 -1.9523 1.5425 1.8828
C32 4.5124 -2.2558 -1.0548
C33 -1.3776 -4.2542 -1.2514
H1 -2.8498 -0.4320 1.5965
H2 0.9547 4.6149 6.4513
H3 -4.5961 0.3560 -3.0711
H4 -2.8201 2.1928 2.0243
H5 -4.0035 1.2055 -1.6387
H6 -1.2195 2.1605 1.3604
H7 0.0156 1.4250 -0.7453
H8 2.1497 -1.0522 6.1393
H9 4.7153 0.2580 5.6358
H10 1.3164 1.9275 -5.8298
H11 -5.3854 -0.0678 0.3099
H12 0.2091 0.8169 10.2776
H13 -0.3651 -0.1098 0.7891
H14 -0.1505 2.4879 -5.0108
H15 -1.7561 1.8825 4.0074
H16 1.4702 -1.8163 -6.7125
H17 5.3832 -1.6274 -1.1886
H18 -3.5827 0.0469 -9.2983
H19 -1.3739 -5.2772 -1.6017
H20 3.2752 0.8013 4.7565
H21 1.1033 3.5437 5.0525
H22 -0.3691 1.1096 3.2946
H23 -2.8072 1.5863 -8.8886
H24 -4.3495 1.1906 -6.7370
H25 3.4057 -0.7201 0.0257
H26 -1.8933 0.1661 3.5594
H27 2.3419 4.7478 5.3525
H28 -0.4098 0.6426 8.6414
H29 0.5659 3.4597 -6.2884
H30 0.4195 2.9134 -8.4384
H31 -0.6549 0.2882 -1.9134
H32 -4.8037 -1.6402 0.9466
H33 -3.1818 0.7549 0.3564
H34 2.3992 -1.0308 7.8926
H35 3.7620 -1.2932 6.8257
H36 -1.7829 -2.1220 -7.9851
H37 5.3104 -3.9554 -2.0951
H38 -1.4091 -2.5285 -6.3058
H39 4.1088 3.1725 7.9120
H40 3.2517 0.6611 9.6732
H41 4.2940 1.9534 5.6281
H42 -2.8963 0.3072 -2.7267
H43 -4.0271 -0.2959 -5.8333
H44 2.7545 4.2389 8.3866
H45 3.8025 4.6260 7.0110
H46 1.4693 -0.1361 -6.2226
H47 -0.6071 1.6681 -9.0779
H48 3.2506 2.4258 9.5552
H49 -1.6727 1.5809 -1.1939
H50 -6.1325 -1.5792 -0.1868
H51 -0.2402 -2.8452 -7.6008
H52 0.8351 -0.4672 9.2379
H53 -4.7167 -0.3957 -7.4415
H54 0.6204 -1.3373 -5.2361
H55 -1.8500 0.1514 -9.3578
H56 3.3094 -5.3484 -1.7756
H57 0.9792 1.2397 -8.4234
H58 2.2229 1.6448 10.7164
H59 -3.3589 -3.8256 -1.8883

Multiplicity ... 1
E_tot ... -2946.35535 Ha
Strongest force on any atom ... 6.24 eV/Å

Mulliken population analysis, charges in e, atoms 1 to 2:
1. P 0.838
2. P 0.138